No. 1
The molecule C16H14N2O4S, computed with ωB97M-V with the def2-TZVPD basis set.

## Properties
- Energy relative to the best compared isomer or geometry (same formula, charge and spin): 0.1424 eV
- Lowest unoccupied orbital energy: 0.246 eV
- SMILES: Cc1ccsc1C(=O)OCC(=O)N1CC(=O)Nc2ccccc21
- Electronic energy: -38825.839 eV
- Orbital gap: 8.87 eV

Positions of all 37 atoms, in Å:
C (-5.59500, -0.28094, 0.84763)
C (-4.62446, 0.30179, -0.11824)
C (-4.97492, 1.28666, -1.07109)
C (-3.93008, 1.67901, -1.84667)
S (-2.47591, 0.86481, -1.45275)
C (-3.29110, -0.03119, -0.20728)
C (-2.52579, -0.98272, 0.57874)
O (-2.92730, -1.64513, 1.50434)
O (-1.24625, -1.02540, 0.14296)
C (-0.36886, -1.89364, 0.84498)
C (1.05341, -1.74002, 0.31079)
O (1.69253, -2.71814, -0.00903)
N (1.54363, -0.47330, 0.22209)
C (0.91918, 0.70588, 0.78116)
C (1.85744, 1.46626, 1.71823)
O (1.47312, 2.06146, 2.69727)
N (3.15273, 1.44482, 1.32682)
C (3.61308, 0.75921, 0.20418)
C (4.86313, 1.03492, -0.33205)
C (5.31018, 0.33570, -1.43822)
C (4.50676, -0.63383, -2.01424)
C (3.25901, -0.91586, -1.48569)
C (2.80562, -0.22977, -0.36847)
H (-6.00736, 0.50696, 1.47691)
H (-6.42048, -0.74516, 0.30947)
H (-5.11180, -1.02267, 1.47492)
H (-5.97024, 1.68253, -1.16656)
H (-3.93086, 2.40637, -2.63445)
H (-0.41365, -1.69017, 1.92330)
H (-0.66981, -2.93544, 0.68965)
H (0.62815, 1.39020, -0.02906)
H (0.02473, 0.46059, 1.34678)
H (3.81330, 1.99821, 1.85723)
H (5.48020, 1.79300, 0.12734)
H (6.28490, 0.54960, -1.84834)
H (4.85086, -1.17612, -2.88075)
H (2.63986, -1.67750, -1.92810)

Atoms 1-6, force components in eV/Å:
0.0 -0.1 0.1
0.5 -0.2 0.1
0.1 0.1 -0.1
0.4 -0.2 0.1
-0.6 0.1 0.1
-0.1 0.5 -0.5

No. 2
The molecule C16H14N2O4S2, computed with ωB97M-V with the def2-TZVPD basis set.

## Properties
- Energy relative to the best compared isomer or geometry (same formula, charge and spin): 0.4388 eV
- Lowest unoccupied orbital energy: 0.519 eV
- SMILES: CCOC(=O)c1sc(Nc2nc3cc4c(cc3s2)OCO4)cc1C
- Electronic energy: -49657.718 eV
- Orbital gap: 8.23 eV

Positions of all 38 atoms, in Å:
C (-1.84485, 3.10187, 6.19760)
C (-2.97706, 2.72989, 5.18402)
O (-2.45667, 1.91741, 4.05304)
C (-3.32391, 1.67556, 3.05901)
O (-4.57832, 1.46596, 3.21334)
C (-2.63751, 1.51278, 1.77323)
S (-0.92247, 1.72648, 1.63950)
C (-1.00646, 1.45221, -0.00958)
N (0.15472, 1.62219, -0.75073)
C (0.43433, 0.88941, -1.88487)
N (1.55948, 0.29057, -1.86449)
C (1.75130, -0.46361, -3.04308)
C (2.74990, -1.47526, -3.25705)
C (2.80918, -2.01283, -4.55895)
C (1.83563, -1.72315, -5.52121)
C (0.72561, -0.87139, -5.30801)
C (0.80038, -0.25777, -4.07790)
S (-0.44561, 0.70215, -3.34824)
O (2.10083, -2.27081, -6.69065)
C (3.28371, -3.17279, -6.40739)
O (3.62431, -2.97165, -4.98194)
C (-2.20185, 0.81511, -0.39406)
C (-3.14688, 0.91076, 0.67601)
C (-4.49547, 0.30002, 0.62451)
H (-2.41683, 3.65389, 6.96935)
H (-1.19750, 3.91199, 5.81251)
H (-1.36396, 2.27840, 6.66285)
H (-3.48318, 3.64075, 4.77553)
H (-3.81395, 2.17326, 5.66114)
H (0.90405, 2.08901, -0.20132)
H (3.39975, -1.77242, -2.44376)
H (-0.13935, -0.72495, -5.93524)
H (2.78272, -4.09941, -6.51367)
H (4.10115, -3.12039, -7.07727)
H (-2.34029, 0.32986, -1.36031)
H (-5.29778, 1.12014, 0.45790)
H (-4.64406, -0.19863, 1.54635)
H (-4.47980, -0.36090, -0.20812)

Atoms 1-6, force components in eV/Å:
-2.3 1.8 -1.0
-0.2 -0.3 0.1
-0.4 1.4 0.9
-3.5 -1.7 -0.1
4.4 1.3 -0.2
0.0 -0.1 1.8

No. 3
C16H15BaN as an isolated structure, computed with ωB97M-V with the def2-TZVPD basis set.

## Properties
- Energy relative to the best compared isomer or geometry (same formula, charge and spin): 2.1712 eV
- Lowest unoccupied orbital energy: 4.452 eV
- Electronic energy: -19011.337 eV
- Orbital gap: 2.85 eV
- Net charge: -2

Positions of all 33 atoms, in Å:
C (-3.30523, 1.81225, -1.34591)
C (-2.41651, 1.71655, -2.46503)
C (-1.16991, 2.32990, -2.09873)
C (-1.29944, 2.81158, -0.74573)
C (-2.61760, 2.48188, -0.28570)
Ba (-1.01669, -0.15460, -0.57917)
C (-2.69973, -1.86105, -1.66869)
C (-3.42555, -1.55162, -0.41535)
C (-4.77627, -1.84364, -0.45259)
N (-2.90215, -1.08438, 0.79300)
H (-0.20754, 2.13543, -2.62124)
H (-2.61581, 1.12632, -3.37716)
H (-0.44834, 3.03061, -0.06840)
H (-3.00614, 2.59750, 0.73916)
H (-4.32643, 1.40210, -1.29870)
H (-3.04065, -1.53986, -2.68033)
H (-3.46837, -0.88142, 1.61397)
H (-1.65168, -2.26590, -1.58627)
H (-5.14066, -2.30575, -1.36657)
H (-5.31490, -1.70000, 0.47802)
C (0.90726, 0.07317, 0.65481)
C (2.10264, -0.22664, 0.70553)
C (3.33826, -0.35501, 1.15834)
C (4.10334, -1.17744, 0.36487)
C (5.38096, -1.35730, 0.83636)
C (5.78807, -0.71424, 2.02237)
C (4.92439, 0.12011, 2.75777)
C (3.63470, 0.32619, 2.32080)
H (3.69661, -1.64231, -0.54187)
H (6.04032, -1.99878, 0.26502)
H (6.80279, -0.87227, 2.38172)
H (5.23523, 0.61857, 3.66827)
H (2.89503, 0.95004, 2.83745)

Atoms 1-6, force components in eV/Å:
0.5 0.4 -0.2
0.1 0.2 0.6
-0.3 -0.4 0.4
0.0 -0.7 0.0
0.2 -0.3 -0.7
-3.5 0.9 -2.0

Look up the energy relative to the best compared isomer or geometry (same formula, charge and spin) of the second one.
0.4388 eV

Copy entry 2 word for word.
The molecule C16H14N2O4S2, computed with ωB97M-V with the def2-TZVPD basis set.

## Properties
- Energy relative to the best compared isomer or geometry (same formula, charge and spin): 0.4388 eV
- Lowest unoccupied orbital energy: 0.519 eV
- SMILES: CCOC(=O)c1sc(Nc2nc3cc4c(cc3s2)OCO4)cc1C
- Electronic energy: -49657.718 eV
- Orbital gap: 8.23 eV

Positions of all 38 atoms, in Å:
C (-1.84485, 3.10187, 6.19760)
C (-2.97706, 2.72989, 5.18402)
O (-2.45667, 1.91741, 4.05304)
C (-3.32391, 1.67556, 3.05901)
O (-4.57832, 1.46596, 3.21334)
C (-2.63751, 1.51278, 1.77323)
S (-0.92247, 1.72648, 1.63950)
C (-1.00646, 1.45221, -0.00958)
N (0.15472, 1.62219, -0.75073)
C (0.43433, 0.88941, -1.88487)
N (1.55948, 0.29057, -1.86449)
C (1.75130, -0.46361, -3.04308)
C (2.74990, -1.47526, -3.25705)
C (2.80918, -2.01283, -4.55895)
C (1.83563, -1.72315, -5.52121)
C (0.72561, -0.87139, -5.30801)
C (0.80038, -0.25777, -4.07790)
S (-0.44561, 0.70215, -3.34824)
O (2.10083, -2.27081, -6.69065)
C (3.28371, -3.17279, -6.40739)
O (3.62431, -2.97165, -4.98194)
C (-2.20185, 0.81511, -0.39406)
C (-3.14688, 0.91076, 0.67601)
C (-4.49547, 0.30002, 0.62451)
H (-2.41683, 3.65389, 6.96935)
H (-1.19750, 3.91199, 5.81251)
H (-1.36396, 2.27840, 6.66285)
H (-3.48318, 3.64075, 4.77553)
H (-3.81395, 2.17326, 5.66114)
H (0.90405, 2.08901, -0.20132)
H (3.39975, -1.77242, -2.44376)
H (-0.13935, -0.72495, -5.93524)
H (2.78272, -4.09941, -6.51367)
H (4.10115, -3.12039, -7.07727)
H (-2.34029, 0.32986, -1.36031)
H (-5.29778, 1.12014, 0.45790)
H (-4.64406, -0.19863, 1.54635)
H (-4.47980, -0.36090, -0.20812)

Atoms 1-6, force components in eV/Å:
-2.3 1.8 -1.0
-0.2 -0.3 0.1
-0.4 1.4 0.9
-3.5 -1.7 -0.1
4.4 1.3 -0.2
0.0 -0.1 1.8

The highest lowest unoccupied orbital energy belongs to which entry?
C16H15BaN

Which of these has the highest energy relative to the best compared isomer or geometry (same formula, charge and spin)?
C16H15BaN